Record 1
Here is 10 unconnected molecules or ions with the total composition C18H39BF4N5O4 from the Open Molecules 2025 dataset. Energies are from wB97M-V/def2-TZVPD.

XYZ file:
```
71
Properties=species:S:1:pos:R:3:forces:R:3
B 0.38592 -0.35410 -0.09915 0.5 -0.4 2.8
F 1.30992 0.63290 -0.43615 -0.3 -0.1 -1.1
F 0.22992 -0.19010 1.33585 0.3 -0.5 0.0
F -0.91508 -0.26110 -0.52415 -0.5 0.4 -1.6
F 0.91392 -1.62810 -0.42715 -0.1 0.5 -0.2
C -3.34308 -0.10910 2.60485 3.3 0.2 0.0
C -2.96708 1.30290 2.93085 -0.1 0.7 0.2
N -2.71308 2.42490 3.12685 -0.5 -2.3 -0.3
H -2.89108 -0.42210 1.66185 -0.2 0.5 -0.3
H -2.91808 -0.88610 3.24585 0.3 0.7 0.6
H -4.33608 -0.35110 2.59385 -2.8 0.2 -0.2
C -2.34308 -2.87210 -1.74815 -2.9 -3.3 2.9
C -3.49708 -2.49310 -0.75615 -1.9 1.3 4.3
N -4.33708 -2.23110 0.09485 4.9 -1.6 -5.4
H -2.92508 -3.64310 -2.37015 2.1 1.2 0.3
H -1.80208 -2.10510 -2.08815 0.0 4.3 -3.1
H -1.26208 -3.04010 -1.36215 -2.0 -2.0 1.1
C -3.63408 0.89090 -1.78215 -1.8 4.9 1.1
C -4.38408 2.02890 -2.50715 -0.9 2.7 -1.7
N -4.88308 2.97590 -3.03615 1.9 -4.1 2.2
H -4.25708 0.08290 -1.75115 -1.5 -2.2 0.2
H -2.74508 0.69790 -2.26415 2.0 -0.3 -0.9
H -3.51708 1.35190 -0.75815 0.3 -1.0 -0.9
C 3.77992 -1.61410 -2.76815 -2.8 -1.4 -0.6
C 3.68292 -1.04510 -4.12115 0.2 -0.2 -0.3
N 3.60792 -0.72610 -5.23115 0.1 -0.2 1.2
H 2.89692 -1.31610 -2.08215 0.2 -1.6 -1.7
H 4.21192 -2.65710 -2.75015 -1.4 0.8 -0.2
H 4.37192 -1.16510 -2.10515 3.7 2.6 1.7
C 4.10592 1.87290 -1.00215 2.9 -1.8 -3.9
C 5.57292 1.55490 -0.95415 -2.6 0.5 0.5
N 6.69092 1.38090 -0.91115 2.1 -0.5 0.0
H 4.18992 2.82190 -1.58715 -1.2 -0.9 0.1
H 3.68992 0.90890 -1.54415 0.0 2.6 1.1
H 3.78992 2.06990 -0.04915 -1.3 0.2 2.3
C -0.69908 -5.39210 1.79585 -1.4 3.0 3.4
C -0.18008 -3.99610 1.51585 -2.2 4.3 1.7
O 0.86892 -4.10210 0.62285 -0.8 -4.5 1.1
H 0.23992 -5.83810 2.12085 -0.7 -1.1 0.2
H -1.03208 -5.59810 0.84585 -0.8 -1.8 -2.0
H -1.67308 -5.29610 2.57285 3.0 -0.7 -1.9
H 0.07792 -3.34110 2.40585 0.6 -1.5 -0.1
H -1.02208 -3.17710 1.22885 1.2 -2.2 -0.6
H 1.07992 -3.30010 0.29585 1.1 4.3 -1.7
C -0.06208 -0.35110 5.26185 0.5 -0.7 -0.4
C 0.69992 0.86590 4.70385 4.6 -7.2 6.7
O 1.55392 0.34090 3.82085 0.8 -0.7 -5.2
H -0.77908 -0.21610 6.03385 -1.3 0.7 0.4
H 0.72092 -0.83610 5.85285 0.0 -1.0 -0.7
H -0.50308 -0.94710 4.37685 0.9 0.6 1.6
H 1.21792 1.36690 5.50685 0.3 0.3 0.3
H 0.10092 1.40690 4.32585 -7.9 7.9 -5.1
H 0.99592 0.25490 2.93485 2.1 -0.1 2.2
C 0.97992 1.18990 -5.21415 7.9 -5.3 2.6
C 0.79692 1.25090 -3.71015 2.6 -3.7 1.4
O -0.50608 0.84190 -3.27015 -0.3 0.4 1.0
H 0.47392 0.36990 -5.57015 -0.4 -2.7 -0.9
H 1.97992 1.42090 -5.82615 -1.9 -0.9 2.2
H 0.41492 1.82790 -5.45815 -7.8 9.6 -4.2
H 1.27892 2.07390 -3.23715 -0.7 1.6 0.3
H 1.43592 0.45290 -3.27215 0.2 0.1 -0.3
H -0.48008 0.54790 -2.29915 0.2 0.8 -2.1
C -0.48908 4.70290 1.50485 -2.6 2.3 2.1
C -0.18108 3.32690 1.23685 0.2 -2.6 -2.3
O 0.89092 3.27390 0.28985 0.1 -0.8 -0.3
H -1.15108 5.27790 0.74685 1.7 -1.0 0.9
H 0.32392 5.26690 1.95985 0.3 0.3 -0.7
H -1.16508 4.58090 2.38385 0.0 0.5 -0.4
H -1.10808 2.87090 0.77885 0.8 0.1 0.4
H 0.12692 2.66590 2.06285 -0.4 0.7 0.3
H 1.01292 2.32490 0.09285 0.1 0.7 -0.1
```
Positions in Å, forces in eV/Å.

The HOMO-LUMO gap is 9.8 eV. Its LUMO energy is 0.0898 Eh. The largest force on an atom comes out at 13.037 eV Å⁻¹. The calculation puts the energy above the lowest of the compared OMol25 structures with the same formula, charge and spin at 3.774 eV. The net charge is -1. Its calculated total energy is -1708.255122 Eh.

Record 2
Here is a molecular structure, C32H37InN2O2P from the Open Molecules 2025 dataset. Energies are from wB97M-V/def2-TZVPD.

XYZ file:
```
75
Properties=species:S:1:pos:R:3:forces:R:3
In -0.56585 -1.32640 -0.27318 0.2 0.0 -0.1
C 1.58538 -2.88718 3.87017 0.0 0.0 0.0
C 0.61968 -2.96084 2.68614 0.0 0.0 0.0
C 1.29957 -3.62171 1.48260 0.0 0.1 0.0
P -0.04392 -1.33440 2.15873 -0.2 0.0 0.1
C -1.42243 -0.74893 3.23687 0.1 -0.1 0.0
C -1.61136 0.75181 3.01574 0.0 0.0 0.0
C -1.24986 -1.07592 4.71950 0.0 0.0 0.0
C 1.22144 -0.08288 2.03650 0.0 0.0 0.0
C 1.90704 0.32680 3.19547 0.0 0.0 0.0
C 2.86190 1.31827 3.17546 0.0 0.0 0.0
C 3.59413 1.74494 4.41796 0.0 0.0 0.0
C 3.12706 1.91403 1.93429 0.0 0.0 0.0
C 2.46103 1.55415 0.78717 0.0 0.0 0.0
C 1.46854 0.55347 0.79503 0.0 0.0 0.0
N 0.77006 0.23975 -0.34974 0.0 -0.1 0.0
C 1.14317 0.82443 -1.60013 0.0 0.0 0.0
C 2.10837 0.20306 -2.39414 0.0 0.0 0.0
C 2.82276 -1.03173 -1.91529 0.0 0.0 0.0
C 2.42008 0.76963 -3.62662 0.0 0.0 0.0
C 1.80655 1.93021 -4.07554 0.0 0.0 0.0
C 2.15250 2.52935 -5.41160 0.0 0.0 0.0
C 0.86251 2.53864 -3.25334 0.0 0.0 0.0
C 0.52007 2.00515 -2.01939 0.0 0.0 0.0
C -0.48080 2.69337 -1.13080 0.0 -0.1 0.0
H 1.85575 -3.90374 4.15814 0.0 0.0 0.0
H 1.15896 -2.39731 4.74351 0.0 0.0 0.0
H 2.50025 -2.36569 3.58940 0.0 0.0 0.0
H -0.26782 -3.53781 2.96792 0.0 0.0 0.0
H 2.09136 -2.97890 1.08540 0.0 0.0 0.0
H 0.60331 -3.85166 0.67450 0.0 0.0 0.0
H 1.76723 -4.55602 1.79287 0.0 0.0 0.0
H -2.30052 -1.28637 2.86446 0.0 0.0 0.0
H -0.80762 1.31107 3.49510 0.0 0.0 0.0
H -2.55962 1.07108 3.44941 0.0 0.0 0.0
H -1.60231 1.03444 1.96032 0.0 0.0 0.0
H -0.36957 -0.58545 5.13679 0.0 0.0 0.0
H -1.17714 -2.14717 4.90217 0.0 0.0 0.0
H -2.11816 -0.70523 5.26614 0.0 0.0 0.0
H 1.68551 -0.15229 4.14186 0.0 0.0 0.0
H 3.25070 1.18771 5.28882 0.0 0.0 0.0
H 3.44534 2.80686 4.61852 0.0 0.0 0.0
H 4.66782 1.57953 4.31692 0.0 0.0 0.0
H 3.87895 2.69297 1.87442 0.0 0.0 0.0
H 2.69275 2.04999 -0.14646 0.0 0.0 0.0
H 2.13334 -1.85493 -1.71709 0.0 0.0 0.0
H 3.37157 -0.82523 -0.99285 0.0 0.0 0.0
H 3.53558 -1.37544 -2.66243 0.0 0.0 0.0
H 3.16651 0.28957 -4.24950 0.0 0.0 0.0
H 2.94865 1.97113 -5.90112 0.0 0.0 0.0
H 2.48037 3.56393 -5.30258 0.0 0.0 0.0
H 1.28544 2.53143 -6.07419 0.0 0.0 0.0
H 0.38947 3.45912 -3.57932 0.0 0.0 0.0
H -0.77488 3.65391 -1.55038 0.0 0.0 0.0
H -0.07222 2.86390 -0.13242 0.0 0.0 0.0
H -1.38266 2.08821 -1.01245 0.0 0.0 0.0
O -0.66777 -3.63483 -3.59518 0.0 0.0 0.0
C -0.85736 -2.90675 -2.65853 0.0 0.0 0.1
O -0.19184 -2.91197 -1.53226 -0.1 0.1 0.0
C -1.99228 -1.87947 -2.74386 0.0 0.0 0.0
C -2.76525 -1.79744 -3.90984 0.0 0.0 0.0
C -3.77886 -0.88470 -3.95794 0.0 0.0 0.0
C -4.05702 -0.06982 -2.83632 0.0 0.0 0.0
C -5.11424 0.87071 -2.81504 0.0 0.0 0.0
C -5.35967 1.61064 -1.69558 0.0 0.0 0.0
C -4.56367 1.43699 -0.54223 0.0 0.0 0.0
C -3.53144 0.54315 -0.53830 0.0 0.0 0.0
C -3.25165 -0.21744 -1.68953 0.0 0.0 0.0
N -2.21328 -1.11061 -1.69270 -0.1 0.0 0.1
H -2.51996 -2.45800 -4.72786 0.0 0.0 0.0
H -4.38737 -0.78151 -4.84794 0.0 0.0 0.0
H -5.72440 0.98634 -3.70163 0.0 0.0 0.0
H -6.16947 2.32676 -1.68168 0.0 0.0 0.0
H -4.77759 2.01665 0.34577 0.0 0.0 0.0
H -2.93082 0.40261 0.35289 0.0 0.0 0.0
```
Positions in Å, forces in eV/Å.

The HOMO-LUMO gap is 6.8 eV. Its LUMO energy is -0.1319 Eh. The largest force on an atom comes out at 0.197 eV Å⁻¹. The calculation puts the energy above the lowest of the compared OMol25 structures with the same formula, charge and spin at 0.000 eV. The net charge is +1. Its calculated total energy is -2032.968010 Eh.

Record 3
Here is 2 unconnected molecules or ions with the total composition C18H18N2 from the Open Molecules 2025 dataset. Energies are from wB97M-V/def2-TZVPD.

XYZ file:
```
38
Properties=species:S:1:pos:R:3:forces:R:3
C 2.73142 -1.98466 0.86690 0.2 -0.3 -0.4
C 2.24714 -0.86040 0.01577 -1.2 -0.8 -0.2
C 2.33325 0.48513 0.09519 1.3 -0.2 0.6
N 1.65789 1.08724 -0.92890 -0.5 0.3 0.4
C 0.97976 0.12145 -1.62211 1.2 0.1 -0.8
C 0.38882 0.24939 -2.87001 -0.7 -0.2 0.4
C -0.06043 -0.90653 -3.48029 -0.3 1.0 0.0
C 0.09959 -2.14206 -2.84721 0.6 -0.6 0.0
C 0.86402 -2.27598 -1.70097 -0.5 0.5 0.3
C 1.33058 -1.11769 -1.06758 0.1 -0.1 -0.4
H 3.55135 -1.74364 1.54089 -0.4 0.2 0.4
H 3.15996 -2.75521 0.22304 0.0 0.0 -0.2
H 1.86778 -2.47721 1.33346 0.4 0.2 0.4
H 2.95372 0.98556 0.81644 -0.1 0.6 -0.1
H 1.65898 2.05949 -1.17201 0.0 0.1 0.2
H 0.16013 1.24303 -3.23465 0.2 -0.1 -0.4
H -0.56634 -0.74872 -4.42888 -0.1 -0.6 0.1
H -0.28037 -3.05710 -3.26621 -0.2 -0.1 -0.4
H 1.03631 -3.24452 -1.26017 0.1 -0.2 0.0
C -0.34463 1.63900 3.64825 0.0 -0.4 0.0
C -0.83472 0.69429 2.59598 0.1 0.5 -1.1
C -0.90130 -0.66007 2.56741 -0.5 -0.2 0.6
N -1.41074 -1.11479 1.36643 0.2 0.3 0.5
C -1.69545 -0.02065 0.57862 -0.3 -1.2 -0.3
C -2.21569 0.00176 -0.72229 1.0 1.0 -0.3
C -2.31926 1.25711 -1.28377 0.1 0.1 -0.2
C -2.01727 2.44422 -0.58544 -0.9 -0.3 -0.2
C -1.53652 2.38136 0.69825 0.7 -0.5 0.5
C -1.32616 1.11849 1.29260 -0.2 0.4 0.0
H -0.55886 2.66109 3.35447 -0.1 0.1 0.0
H 0.73265 1.56812 3.81914 -0.1 -0.1 0.0
H -0.86691 1.43572 4.57769 0.1 0.1 0.3
H -0.78063 -1.35616 3.38384 0.3 0.0 -0.1
H -1.70478 -2.06531 1.24224 0.0 0.1 -0.3
H -2.24209 -0.84314 -1.38833 -0.3 -0.5 0.3
H -2.52944 1.37646 -2.34426 -0.3 -0.2 0.2
H -2.36350 3.34007 -1.09255 0.7 0.3 0.3
H -1.19826 3.22485 1.27900 -0.3 0.5 -0.2
```
Positions in Å, forces in eV/Å.

The HOMO-LUMO gap is 8.4 eV. Its LUMO energy is 0.0311 Eh. The largest force on an atom comes out at 1.470 eV Å⁻¹. The calculation puts the energy above the lowest of the compared OMol25 structures with the same formula, charge and spin at 0.647 eV. The net charge is 0. Its calculated total energy is -806.222924 Eh. Its SMILES is Cc1c[nH]c2ccccc12.Cc1c[nH]c2ccccc12.

Record 4
Here is a molecular structure, C5H10O2 from the Open Molecules 2025 dataset. Energies are from wB97M-V/def2-TZVPD.

XYZ file:
```
17
Properties=species:S:1:pos:R:3:forces:R:3
C -2.15147 -0.45802 -0.70650 0.4 0.3 0.3
C -0.72885 0.13635 -0.89610 0.3 0.6 -0.8
C -0.04023 -0.12786 0.96710 0.4 -0.2 1.2
O -0.06869 -1.35176 1.00706 -0.1 0.0 0.2
C 0.79978 0.78372 0.20948 -1.1 -0.4 -0.8
C 2.09290 0.57846 -0.50628 -0.4 -0.5 -0.4
O 2.26822 -0.20643 -1.40503 0.1 0.2 0.2
H -2.64304 -0.48928 -1.70078 0.5 0.2 0.3
H -2.13887 -1.48096 -0.32544 0.2 0.2 0.1
H -2.78185 0.15882 -0.06803 0.0 0.0 0.1
H -0.12377 -0.56673 -1.46026 0.2 0.3 0.0
H -0.79692 1.10849 -1.33171 -0.2 0.4 -0.7
H -0.58796 0.49722 1.68779 -0.7 -0.2 0.0
H 1.74808 -1.41440 1.41809 0.5 0.0 0.1
H 2.26730 -0.87706 1.46364 0.5 -0.2 0.2
H 0.67544 1.84448 0.46478 -0.3 -0.5 0.0
H 2.90737 1.26898 -0.16027 -0.4 -0.3 -0.1
```
Positions in Å, forces in eV/Å.

The HOMO-LUMO gap is 9.4 eV. Its LUMO energy is -0.0006 Eh. The largest force on an atom comes out at 1.447 eV Å⁻¹. The calculation puts the energy above the lowest of the compared OMol25 structures with the same formula, charge and spin at 5.548 eV. The net charge is 0. Its calculated total energy is -346.821540 Eh.

Record 5
Here is 2 unconnected molecules or ions with the total composition C5H11NO from the Open Molecules 2025 dataset. Energies are from wB97M-V/def2-TZVPD.

XYZ file:
```
18
Properties=species:S:1:pos:R:3:forces:R:3
C 1.65226 -1.88164 -0.66069 0.1 0.0 -0.3
C 1.32699 -0.87433 0.14745 -0.3 -0.1 0.6
N 0.06702 -0.39332 0.42339 0.2 1.3 1.7
C -0.19183 0.38447 1.72178 0.0 -2.1 -1.2
C -1.05585 -0.70383 -0.34746 -0.9 2.3 -1.0
H 2.67402 -2.20731 -0.73072 0.2 0.1 -0.1
H 0.94461 -2.39598 -1.28755 -0.2 -0.2 0.0
H 2.09123 -0.38590 0.73490 0.1 0.0 0.1
H -0.60290 -0.35839 2.42141 0.2 0.3 0.2
H -0.95302 1.15895 1.61936 0.3 0.0 -0.4
H 0.74387 0.79233 2.09834 -0.1 0.0 -0.1
H -1.49751 0.40147 -0.71323 0.1 -2.6 0.9
H -1.78750 -1.30963 0.19746 -0.3 0.4 -0.2
H -0.80591 -1.17146 -1.29761 0.2 -0.2 0.2
C -0.71601 2.13466 -1.06600 2.5 1.8 0.5
O 0.32746 1.92078 -0.44276 -1.6 0.3 -1.2
H -1.46353 2.83718 -0.65507 -0.4 -0.7 0.3
H -0.75343 2.05196 -2.16301 -0.1 -0.7 0.0
```
Positions in Å, forces in eV/Å.

The HOMO-LUMO gap is 8.2 eV. Its LUMO energy is 0.0233 Eh. The largest force on an atom comes out at 3.146 eV Å⁻¹. The calculation puts the energy above the lowest of the compared OMol25 structures with the same formula, charge and spin at 3.695 eV. The net charge is 0. Its calculated total energy is -326.995563 Eh. Its SMILES is C=CN(C)C.C=O.

Question: Number 4 is which compound?
Answer: C5H10O2